a) Entry from the OMol25 dataset: a single C21H33N3O3 molecule (the ωB97M-V functional and the def2-TZVPD basis).

Geometry as ORCA input:
```
! RIJCOSX wB97M-V def2-TZVPD def2/J DEFGRID3
* xyz 0 1
C 4.524 4.164 -0.451
C 5.601 3.136 -0.767
H 6.046 3.318 -1.748
H 6.377 3.153 0.005
O 5.060 1.820 -0.852
C 4.863 1.191 0.332
O 5.179 1.657 1.402
N 4.330 -0.043 0.172
C 3.840 -0.562 -1.083
H 4.195 0.073 -1.892
C 2.312 -0.621 -1.076
H 1.912 0.386 -0.978
H 1.954 -1.052 -2.013
C 1.846 -1.475 0.107
N 0.394 -1.657 0.123
C -0.385 -0.518 0.088
O 0.074 0.597 0.228
N -1.710 -0.759 -0.180
C -2.770 0.148 -0.207
C -2.655 1.476 0.190
C -3.761 2.304 0.151
C -4.999 1.845 -0.278
C -5.106 0.516 -0.668
C -4.011 -0.323 -0.634
H -4.115 -1.355 -0.944
H -6.059 0.132 -1.005
C -6.201 2.745 -0.273
C -6.908 2.690 1.083
H -6.231 3.003 1.874
H -7.777 3.344 1.088
H -7.236 1.675 1.297
H -5.893 3.773 -0.475
H -6.898 2.438 -1.055
H -3.655 3.334 0.459
H -1.701 1.852 0.517
H -1.951 -1.689 -0.482
C -0.086 -2.956 0.596
C -0.946 -2.846 1.858
H -1.112 -3.838 2.271
H -1.914 -2.392 1.661
H -0.436 -2.241 2.604
H 0.819 -3.504 0.881
C -0.780 -3.808 -0.488
C -0.081 -3.721 -1.839
H 0.950 -4.059 -1.758
H -0.590 -4.345 -2.569
H -0.077 -2.696 -2.202
H -1.831 -3.532 -0.602
H -0.772 -4.844 -0.141
C 2.392 -0.876 1.408
H 1.975 0.122 1.537
C 3.917 -0.793 1.336
H 4.320 -0.290 2.216
H 4.345 -1.801 1.270
H 2.100 -1.492 2.260
H 2.279 -2.474 -0.025
H 4.252 -1.571 -1.218
H 3.726 4.113 -1.187
H 4.109 3.968 0.534
H 4.956 5.161 -0.461
*
```

Orbital gap   8.73 eV
Highest occupied orbital energy   -8.051 eV
E_LUMO   0.02491 Eh

b) Entry from the OMol25 dataset: a single C21H33N3O3 molecule (the ωB97M-V functional and the def2-TZVPD basis).

Geometry as ORCA input:
```
! RIJCOSX wB97M-V def2-TZVPD def2/J DEFGRID3
* xyz 0 1
C 4.386 2.578 4.941
C 4.292 2.932 3.500
C 4.398 4.125 2.850
C 4.233 3.859 1.467
C 4.015 2.502 1.370
C 3.856 1.699 0.146
O 4.292 2.125 -0.917
N 3.264 0.480 0.222
C 2.449 -0.041 1.292
H 2.534 0.585 2.176
C 0.985 -0.124 0.853
H 0.394 -0.525 1.676
H 0.611 0.875 0.627
C 0.827 -0.991 -0.405
N -0.596 -1.053 -0.744
C -1.271 -2.092 0.011
C -2.783 -1.926 -0.083
H -3.275 -2.690 0.525
H -3.056 -0.944 0.305
C -3.228 -2.021 -1.545
C -2.440 -0.986 -2.342
C -0.937 -1.173 -2.149
H -0.636 -2.156 -2.560
H -0.426 -0.393 -2.710
H -2.731 0.007 -2.000
H -2.683 -1.065 -3.403
C -4.727 -1.753 -1.627
O -5.200 -0.660 -1.851
N -5.485 -2.848 -1.395
H -5.039 -3.729 -1.191
C -6.934 -2.821 -1.339
C -7.514 -3.808 -2.347
H -7.154 -3.581 -3.347
H -7.224 -4.827 -2.094
H -8.599 -3.749 -2.347
C -7.411 -3.128 0.080
H -6.980 -2.419 0.783
H -7.115 -4.134 0.372
H -8.493 -3.056 0.135
H -7.217 -1.799 -1.611
H -3.014 -3.026 -1.926
H -0.989 -3.099 -0.358
H -0.969 -2.026 1.058
C 1.723 -0.388 -1.488
C 3.165 -0.313 -0.985
H 3.803 0.152 -1.738
H 3.536 -1.322 -0.767
H 1.709 -0.998 -2.392
H 1.381 0.618 -1.733
H 1.208 -2.009 -0.189
H 2.813 -1.045 1.545
O 4.057 1.944 2.615
C 4.269 4.866 0.376
H 5.189 5.445 0.436
H 4.223 4.369 -0.588
H 3.431 5.555 0.472
H 4.581 5.082 3.294
H 4.695 3.448 5.512
H 3.422 2.232 5.314
H 5.109 1.777 5.085
*
```

Orbital gap   9.13 eV
Highest occupied orbital energy   -8.380 eV
E_LUMO   0.02738 Eh

Top of the stability list: a), leading by 83.2 kJ/mol.

a) Entry from the OMol25 dataset: a single C8H11NO2 molecule (the ωB97M-V functional and the def2-TZVPD basis).

Geometry as ORCA input:
```
! RIJCOSX wB97M-V def2-TZVPD def2/J DEFGRID3
* xyz 0 1
C -5.303 0.757 0.228
C -4.178 0.442 -0.033
C -0.562 -0.775 -0.261
C -2.790 0.453 -0.081
C 0.260 0.381 -0.135
C 2.458 -0.476 -1.209
C 2.141 -0.394 1.250
C 1.773 0.358 -0.109
N -2.068 -0.642 -0.035
O -0.310 -1.942 -0.304
O 2.241 1.715 -0.099
H -6.339 0.849 0.125
H -2.387 1.391 -0.198
H -0.259 1.272 0.318
H 3.493 -0.401 -1.022
H 2.267 -0.016 -2.282
H 2.102 -1.472 -1.068
H 2.188 0.281 2.041
H 1.460 -1.204 1.592
H 3.225 -0.757 0.989
H -2.596 -1.570 0.188
H 3.185 1.748 0.105
*
```

Orbital gap (alpha / beta)   5.00 / 6.91 eV
Highest occupied orbital energy (alpha / beta)   -6.631 / -7.761 eV
E_LUMO (alpha / beta)   -0.05988 / -0.03110 Eh

b) Entry from the OMol25 dataset: 2 unconnected molecules or ions with the total composition C8H11NO2 (the ωB97M-V functional and the def2-TZVPD basis).

Geometry as ORCA input:
```
! RIJCOSX wB97M-V def2-TZVPD def2/J DEFGRID3
* xyz 0 1
O 1.616 -2.129 -1.272
C 0.647 -2.391 -1.971
N -0.632 -2.309 -1.496
C 0.759 -2.827 -3.415
H -1.440 -2.529 -2.084
H -0.769 -2.019 -0.525
H 1.824 -2.862 -3.702
H 0.239 -2.119 -4.082
H 0.323 -3.830 -3.559
O 0.149 -0.699 1.929
C -0.518 3.403 1.662
C -1.147 2.628 2.638
C 0.350 2.793 0.758
C -0.914 1.258 2.715
C 0.590 1.421 0.828
C -0.043 0.654 1.807
H 0.782 -0.989 1.229
H -0.706 4.483 1.606
H -1.833 3.098 3.356
H 0.852 3.389 -0.015
H -1.401 0.636 3.477
H 1.274 0.942 0.115
*
```

Orbital gap   9.28 eV
Highest occupied orbital energy   -8.553 eV
E_LUMO   0.02681 Eh

Top of the stability list: b), leading by 593.6 kJ/mol.

a) Entry from the OMol25 dataset: 8 unconnected molecules or ions with the total composition C16H48O8S2 (the ωB97M-V functional and the def2-TZVPD basis).

Geometry as ORCA input:
```
! RIJCOSX wB97M-V def2-TZVPD def2/J DEFGRID3
* xyz 0 1
C -1.611 3.014 -2.470
C -2.719 2.332 -3.306
O -2.462 0.969 -3.573
H -1.920 4.013 -2.169
H -0.662 3.105 -3.013
H -1.526 2.285 -1.762
H -2.557 2.787 -4.259
H -3.648 2.651 -3.129
H -3.117 0.628 -4.094
C -2.341 -6.118 1.494
C -2.103 -5.113 0.289
O -0.675 -4.542 0.344
H -3.169 -6.556 1.271
H -2.129 -5.651 2.492
H -1.417 -6.724 1.349
H -2.890 -4.178 0.545
H -2.203 -5.500 -0.601
H -0.804 -3.708 0.126
C 4.115 2.678 0.837
C 3.888 1.341 1.617
O 2.638 1.360 2.124
H 3.762 3.426 1.590
H 3.408 2.719 -0.086
H 5.139 2.860 0.530
H 4.940 1.022 2.354
H 3.963 0.634 0.705
H 2.533 0.786 2.866
C 0.541 4.181 -0.048
C 0.626 5.635 -0.357
O 0.066 5.834 -1.555
H -0.489 3.949 0.015
H 1.142 4.008 0.749
H 0.721 3.683 -0.875
H 1.731 6.000 -0.493
H 0.151 6.305 0.350
H 0.145 6.724 -1.808
C -5.219 0.346 0.291
C -3.719 -0.031 -0.048
O -3.615 -1.355 -0.736
H -5.370 1.328 0.504
H -5.568 -0.143 1.073
H -5.883 0.192 -0.791
H -3.168 0.028 0.960
H -3.303 0.690 -0.740
H -2.781 -1.597 -0.714
C -1.067 1.237 2.901
C -1.899 2.456 3.068
O -3.288 2.077 2.969
H -0.044 1.484 2.690
H -1.310 0.703 2.150
H -1.173 0.670 3.748
H -1.904 3.103 2.129
H -1.431 3.139 3.868
H -3.846 2.783 2.511
C 5.214 -3.680 -1.625
S 4.523 -5.353 -1.679
O 5.546 -6.324 -0.967
C 3.174 -5.133 -0.620
H 4.710 -2.995 -1.987
H 6.205 -3.752 -2.257
H 5.889 -3.305 -0.819
H 2.602 -5.874 -0.533
H 2.625 -4.300 -1.208
H 3.712 -4.427 0.211
C 1.732 -1.866 0.421
S 0.551 -1.466 -0.968
O -0.855 -2.041 -0.641
C 0.401 0.325 -0.817
H 1.611 -1.480 1.459
H 2.872 -1.699 -0.098
H 1.648 -3.016 0.616
H -0.286 0.761 -1.395
H 1.306 0.801 -1.092
H 0.307 0.864 0.153
*
```

Orbital gap   9.04 eV
Highest occupied orbital energy   -8.843 eV
E_LUMO   0.00720 Eh

b) Entry from the OMol25 dataset: 8 unconnected molecules or ions with the total composition C16H48O8S2 (the ωB97M-V functional and the def2-TZVPD basis).

Geometry as ORCA input:
```
! RIJCOSX wB97M-V def2-TZVPD def2/J DEFGRID3
* xyz 0 1
C 1.506 7.416 -45.111
C 0.389 7.616 -44.140
O -0.821 6.890 -44.409
H 2.365 7.835 -44.799
H 1.147 7.908 -46.030
H 1.723 6.354 -45.092
H 0.230 8.639 -43.898
H 0.476 7.402 -43.247
H -1.641 7.434 -44.175
C -2.054 2.679 -40.031
C -0.580 2.673 -40.050
O 0.069 2.502 -38.850
H -2.400 2.914 -40.963
H -2.354 3.476 -39.383
H -2.569 1.782 -39.760
H -0.113 3.573 -40.421
H -0.380 2.028 -40.793
H 0.956 2.543 -38.919
C -0.376 4.736 -47.789
C -0.313 3.239 -48.115
O -1.433 2.569 -47.804
H -1.402 5.077 -48.038
H 0.425 5.263 -48.236
H -0.232 4.974 -46.610
H 0.685 2.896 -47.804
H -0.341 2.944 -49.114
H -1.564 1.650 -48.220
C -2.758 -0.641 -43.632
C -1.573 -0.733 -44.656
O -0.368 -0.447 -43.965
H -2.950 0.408 -43.463
H -2.664 -1.286 -42.850
H -3.704 -0.884 -44.243
H -1.557 -0.258 -45.568
H -1.569 -1.824 -44.941
H -0.148 -0.975 -43.299
C 1.574 3.535 -44.395
C 0.148 3.616 -43.979
O -0.082 2.412 -43.249
H 2.267 3.627 -43.678
H 1.909 4.449 -45.042
H 1.972 2.719 -45.089
H -0.874 3.742 -44.584
H 0.081 4.411 -43.151
H -0.235 1.740 -43.822
C 2.673 -0.180 -40.314
C 2.789 -0.114 -41.745
O 2.668 -1.454 -42.253
H 2.830 0.851 -39.698
H 3.343 -0.865 -39.889
H 1.804 -0.564 -40.238
H 3.693 0.184 -42.116
H 1.843 0.354 -42.417
H 1.688 -1.603 -42.480
C -3.888 3.677 -43.582
S -3.804 3.372 -45.354
O -5.171 2.830 -45.740
C -3.966 5.008 -45.864
H -3.767 2.557 -43.034
H -4.951 4.334 -43.494
H -2.920 4.269 -43.517
H -4.754 5.507 -45.433
H -4.234 4.898 -46.947
H -3.147 5.642 -45.821
C 2.549 5.383 -41.075
S 3.555 4.501 -39.886
O 2.510 3.605 -39.154
C 4.070 3.223 -41.005
H 3.118 5.814 -41.695
H 1.764 6.324 -40.707
H 1.880 4.756 -41.628
H 3.074 2.860 -41.456
H 4.464 2.333 -40.501
H 4.860 3.486 -41.772
*
```

Orbital gap   8.99 eV
Highest occupied orbital energy   -8.761 eV
E_LUMO   0.00841 Eh

Top of the stability list: b), leading by 110.5 kJ/mol.

a) Entry from the OMol25 dataset: a single C9H12N2 molecule (the ωB97M-V functional and the def2-TZVPD basis).

Geometry as ORCA input:
```
! RIJCOSX wB97M-V def2-TZVPD def2/J DEFGRID3
* xyz 0 1
C -1.017 -1.202 1.195
C -2.454 -0.068 -0.488
C -1.984 1.299 -0.048
C -1.759 2.429 0.300
C -0.169 -1.185 -1.018
C 1.134 -0.385 -0.530
C 2.246 -0.873 -0.009
C 3.021 0.247 0.426
C 2.307 1.375 -0.039
H -0.372 -0.494 1.522
H -1.996 -1.066 1.835
H -0.630 -2.181 1.536
H -2.759 -0.176 -1.492
H -3.233 -0.287 0.175
H -1.505 3.487 0.310
H 0.134 -2.231 -0.941
H -0.402 -1.012 -2.070
H 2.408 -1.978 0.159
H 4.042 0.225 0.709
H 2.701 2.459 -0.030
H 0.485 1.712 -0.712
N -1.438 -1.078 -0.175
N 1.241 0.984 -0.618
*
```

Orbital gap   8.87 eV
Highest occupied orbital energy   -7.989 eV
E_LUMO   0.03225 Eh

b) Entry from the OMol25 dataset: 2 unconnected molecules or ions with the total composition C9H12N2 (the ωB97M-V functional and the def2-TZVPD basis).

Geometry as ORCA input:
```
! RIJCOSX wB97M-V def2-TZVPD def2/J DEFGRID3
* xyz 0 1
C 2.037 1.046 -0.555
C 2.406 -0.351 -0.401
C 0.780 1.175 -0.095
C 1.348 -0.905 0.255
C -3.028 0.731 0.419
C -2.300 -0.390 0.462
C -1.344 -0.823 -0.495
C 0.044 2.482 0.047
C 1.294 -2.401 0.560
N -1.093 -1.386 -1.552
N 0.324 -0.066 0.456
H 2.458 1.885 -1.047
H 3.370 -0.884 -0.352
H -3.794 0.877 1.134
H -2.980 1.469 -0.353
H -2.418 -1.035 1.274
H -1.029 2.213 -0.191
H 0.055 3.056 0.989
H 0.435 3.119 -0.717
H 0.119 -2.593 0.552
H 1.832 -3.071 -0.152
H 1.572 -2.569 1.638
H -0.089 -1.576 -1.875
*
```

Orbital gap   7.26 eV
Highest occupied orbital energy   -7.454 eV
E_LUMO   -0.00708 Eh

Top of the stability list: a), leading by 23.8 kJ/mol.